(1)
Formula: C7H10S
Source: OMol25
Level of theory: ωB97M-V with the def2-TZVPD basis set

Geometry as XYZ:
```
18
Properties=species:S:1:pos:R:3:forces:R:3
C 1.050833 -0.858715 -1.424090 1.430 0.603 -1.104
C -0.073112 -0.015961 -0.996090 -3.816 -1.285 0.863
C -0.703777 1.374774 -0.813833 1.751 1.865 0.286
C -1.285647 1.395894 0.627287 1.986 -0.879 0.478
C -0.686843 0.556910 1.548033 -2.636 1.762 -1.022
C 0.296498 -0.589232 1.342717 0.756 1.086 1.824
C 0.968858 -0.408797 0.037547 -0.964 0.808 -1.497
H 0.775904 -3.133526 -0.327915 0.150 0.927 -4.099
H 1.837751 -0.384084 -2.053036 -0.273 -0.120 1.022
H -0.964001 -0.749451 -0.855633 1.335 1.041 -0.197
H 0.142893 2.208658 -0.859276 -1.647 -1.512 0.034
H -1.499280 1.736692 -1.469137 0.264 -0.582 -0.525
H -2.069917 2.195899 0.882223 1.462 -1.426 -0.194
H -1.060797 0.765345 2.545544 0.223 -0.590 0.297
H 0.967710 -0.473533 2.235320 0.033 -0.353 -0.896
H -0.147637 -1.522310 1.487364 -1.174 -1.587 0.177
H 1.561033 0.431495 0.186574 1.668 1.391 -0.217
S 0.889533 -2.530058 -2.093601 -0.549 -1.148 4.767
```
Positions in Å, forces in eV/Å.

Results
* energy relative to the best compared isomer or geometry (same formula, charge and spin): 496.4 kJ/mol



(2)
Formula: C7H10S
Source: OMol25
Level of theory: ωB97M-V with the def2-TZVPD basis set

Geometry as XYZ:
```
18
Properties=species:S:1:pos:R:3:forces:R:3
C 0.924486 1.866347 -0.005576 1.016 0.831 0.021
C -0.258749 0.931034 0.037809 0.258 0.797 -1.755
C -0.295441 -0.264158 -1.009248 0.064 0.507 -0.625
C -1.674747 -0.754598 -0.718605 -1.173 -1.222 1.057
C -1.733356 -0.798005 0.618671 -0.370 0.125 1.050
C -0.351779 -0.224898 1.026436 0.143 0.036 1.342
C 0.521031 -1.047991 0.069042 0.481 0.083 -0.911
H 0.728097 2.616488 -0.826638 0.332 -0.585 1.006
H 1.083117 2.382230 0.978854 -0.392 -0.186 -0.876
H 1.901730 1.404686 -0.220137 -0.498 0.240 -0.045
H -1.099739 1.593899 -0.121692 -0.690 -0.238 0.591
H -0.020708 -0.170113 -2.071077 0.244 0.000 0.536
H -2.479101 -1.160116 -1.326935 0.450 0.326 -0.401
H -2.559530 -1.141780 1.289192 0.977 0.386 -0.749
H 0.028430 -0.071362 2.059333 -0.793 -0.276 -0.460
H 0.450657 -2.110148 0.118971 -0.803 -0.675 -0.089
H 2.519824 -2.203883 0.137623 0.155 1.079 -0.148
S 2.315773 -0.847624 -0.036029 0.600 -1.232 0.456
```
Positions in Å, forces in eV/Å.

Results
* energy relative to the best compared isomer or geometry (same formula, charge and spin): 243.9 kJ/mol



(3)
Formula: C7H11BF4INO2P
Source: OMol25
Level of theory: ωB97M-V with the def2-TZVPD basis set

Geometry as XYZ:
```
28
Properties=species:S:1:pos:R:3:forces:R:3
C 3.425746 0.403890 0.206649 0.026 0.254 -0.756
C 2.160207 -0.383312 -0.115127 -0.039 -0.084 0.322
I 1.094873 0.493839 -1.771091 0.160 0.102 0.121
C 1.195741 -0.536505 1.071123 0.235 -0.647 0.311
P 0.027783 -1.918745 0.639245 -0.182 0.149 -0.976
C -1.648290 -1.510376 1.300519 -0.100 -0.024 -0.957
C -2.468130 -1.022637 0.063245 -0.157 2.161 2.063
C -3.231123 0.283391 0.297612 -1.562 -2.613 -0.756
O -3.850817 -1.095789 0.194945 0.265 -0.586 -1.133
N 0.668097 -3.359439 1.502529 -0.883 0.707 -0.338
C 1.007981 -4.127434 0.612032 2.064 -0.872 0.431
O 1.567610 -4.881398 -0.090425 -1.180 0.471 0.230
H 4.004056 -0.035703 1.025623 -0.247 -0.005 0.063
H 4.058996 0.390011 -0.687026 0.033 0.007 0.157
H 3.218285 1.459892 0.397310 -0.078 -0.148 0.222
H 2.449926 -1.385070 -0.447147 -0.082 0.118 -0.084
H 1.804160 -0.832070 1.939171 -0.242 0.068 0.042
H 0.663603 0.388007 1.309168 0.010 -0.065 -0.102
H -1.679017 -0.698507 2.025742 0.079 -0.380 0.311
H -2.158266 -2.414802 1.641532 0.265 0.030 0.278
H -2.033241 -1.164029 -0.921653 -0.124 -0.096 -0.054
H -3.711793 0.457722 1.253268 1.383 1.297 0.398
H -3.539164 0.872329 -0.557381 0.357 0.288 0.134
B -0.605518 4.126618 -2.178467 0.000 0.055 0.025
F -1.743292 3.516176 -1.601772 0.016 -0.048 -0.001
F -0.252083 3.433172 -3.359158 0.003 -0.070 0.054
F -0.894947 5.469530 -2.485935 -0.002 -0.053 -0.006
F 0.468615 4.071239 -1.264528 -0.019 -0.016 0.000
```
Positions in Å, forces in eV/Å.

Results
* energy relative to the best compared isomer or geometry (same formula, charge and spin): 0.0 kJ/mol
* total charge: -1